Molecular formula: C37H38N4P2S3Sn
Method: DFT, ωB97M-V with the def2-TZVPD basis set

**Energy above the lowest of the compared OMol25 structures with the same formula, charge and spin**: 96.0 kJ/mol
**Multiplicity**: 1
**Total charge**: 0
**E_LUMO**: -0.04 eV

XYZ file:
```
85
Properties=species:S:1:pos:R:3:forces:R:3:lowdin_charge:R:1
Sn 0.04602 -0.46206 0.44931 -0.027 0.163 -0.153 0.8213
C 3.76961 0.60244 -1.08789 0.071 0.000 -0.001 -0.2149
C 2.73626 0.55211 -2.21430 0.002 -0.006 -0.058 -0.1997
N 1.40948 0.99167 -1.81436 -0.025 -0.053 0.078 -0.1048
C 1.16747 2.41955 -1.75632 0.010 0.123 -0.066 -0.2864
C 1.80654 3.17184 -0.58822 -0.020 -0.019 -0.104 -0.4500
S 1.51561 2.44378 1.04708 -0.147 -0.017 0.166 0.8291
C 3.18259 1.95775 1.57537 0.071 0.042 -0.049 -0.4671
C 3.58628 0.49399 1.39723 0.069 -0.025 0.095 -0.3012
N 3.27811 -0.05672 0.10094 0.008 0.015 -0.037 -0.1185
H 4.70851 0.17512 -1.46880 -0.011 -0.012 0.016 0.1182
H 4.00460 1.63699 -0.84346 -0.022 -0.009 -0.004 0.0887
H 3.12145 1.12615 -3.07323 0.006 0.005 0.012 0.1183
H 2.63995 -0.48528 -2.54749 -0.004 0.007 0.015 0.1194
H 0.72599 0.59186 -2.44556 0.075 0.007 0.018 0.0530
H 1.49063 2.92793 -2.68192 0.005 -0.001 0.009 0.1198
H 0.08558 2.54711 -1.68490 -0.002 -0.039 0.040 0.0904
H 2.87946 3.30680 -0.71602 0.002 -0.046 0.000 0.0624
H 1.37843 4.17530 -0.57318 -0.023 -0.008 0.025 0.0720
H 3.88431 2.63012 1.07875 -0.015 -0.018 -0.007 0.0674
H 3.24826 2.19559 2.63751 -0.029 0.000 0.005 0.0710
H 4.65599 0.43992 1.66740 -0.015 -0.016 -0.022 0.1151
H 3.04980 -0.11209 2.13276 -0.018 0.028 0.002 0.1031
H 3.41479 -1.05625 0.08182 -0.016 -0.001 -0.023 0.1102
S -1.33422 -2.46342 -1.03670 0.007 0.044 -0.051 0.2143
P -2.11946 -0.69485 -1.64396 -0.032 -0.192 -0.155 0.3661
C -1.87724 0.55400 -0.52596 0.317 -0.201 0.246 -0.7133
P -2.77409 0.56952 0.92146 -0.094 0.025 0.099 0.3911
S -1.73443 -0.23024 2.47807 0.054 0.125 -0.034 0.2027
C -3.22052 2.27283 1.36239 -0.013 -0.014 -0.017 -0.3523
C -3.80762 2.54729 2.59503 -0.002 -0.032 0.048 -0.0934
C -4.18657 3.83945 2.91216 -0.002 0.034 -0.013 -0.0799
C -3.97788 4.86883 1.99979 -0.008 -0.001 0.022 -0.0887
C -3.38834 4.60040 0.77537 0.006 0.021 -0.014 -0.0843
C -3.01078 3.30175 0.45605 0.038 0.014 -0.027 -0.0894
C -4.38309 -0.27562 0.85479 0.004 0.004 0.023 -0.3400
C -4.49237 -1.59572 1.27983 0.036 -0.013 0.006 -0.1083
C -5.70051 -2.26594 1.16552 -0.032 -0.017 0.002 -0.0804
C -6.80228 -1.62479 0.61959 -0.018 0.001 -0.005 -0.0878
C -6.69769 -0.30927 0.18865 0.000 -0.016 0.016 -0.0807
C -5.49307 0.36419 0.31020 -0.035 0.046 -0.014 -0.0842
C -1.28551 -0.19884 -3.19524 -0.048 -0.147 -0.036 -0.3542
C -1.32978 1.13202 -3.60047 -0.047 0.051 0.003 -0.1264
C -0.72045 1.52938 -4.78156 -0.021 0.047 0.034 -0.0789
C -0.06024 0.59673 -5.56830 0.028 -0.072 -0.006 -0.0826
C -0.01763 -0.73490 -5.17344 0.022 0.078 -0.060 -0.0777
C -0.62987 -1.13178 -3.99412 0.021 -0.015 0.026 -0.1002
C -3.82014 -0.94124 -2.25549 -0.026 0.137 -0.016 -0.3257
C -4.46004 -2.16900 -2.19205 0.021 -0.047 0.029 -0.0996
C -5.73853 -2.31576 -2.71572 -0.014 -0.010 -0.008 -0.0816
C -6.37785 -1.23963 -3.30790 -0.005 0.015 -0.009 -0.0890
C -5.74335 -0.00397 -3.36872 -0.033 -0.026 -0.010 -0.0829
C -4.47347 0.14355 -2.84200 0.013 0.009 0.008 -0.0917
H -3.95707 1.74626 3.30986 -0.003 -0.010 -0.014 0.1009
H -4.64160 4.04820 3.87163 -0.004 0.006 0.004 0.1025
H -4.27316 5.88008 2.24912 0.000 0.002 0.003 0.1005
H -3.21995 5.40052 0.06564 -0.002 0.009 0.004 0.1000
H -2.54135 3.06850 -0.49255 -0.013 -0.010 -0.004 0.0804
H -3.62731 -2.09177 1.70105 0.004 0.005 0.001 0.0723
H -5.78058 -3.29153 1.50269 0.003 -0.007 -0.002 0.1044
H -7.74463 -2.14992 0.52596 -0.003 -0.003 0.006 0.1033
H -7.55452 0.19247 -0.24215 -0.005 0.001 -0.005 0.1061
H -5.41854 1.39317 -0.02274 0.020 0.000 0.007 0.1121
H -1.82003 1.85465 -2.95842 0.026 0.019 -0.026 0.0899
H -0.75197 2.56961 -5.08031 -0.002 0.003 -0.012 0.1060
H 0.42309 0.90603 -6.48604 0.002 0.002 -0.008 0.1018
H 0.49623 -1.46576 -5.78456 0.009 0.002 -0.005 0.1033
H -0.58062 -2.16492 -3.67318 -0.030 0.009 0.020 0.0691
H -3.95640 -3.00802 -1.72823 0.014 0.002 -0.003 0.0704
H -6.23331 -3.27683 -2.65745 -0.007 -0.004 0.001 0.1056
H -7.37250 -1.35855 -3.71843 -0.006 0.000 -0.005 0.1019
H -6.24154 0.84199 -3.82492 -0.002 0.006 -0.003 0.1032
H -3.98510 1.11000 -2.88021 -0.022 -0.008 -0.002 0.0989
N 0.60718 -7.81882 4.67220 0.009 -0.005 0.003 0.1655
C 0.59970 -6.81167 4.12082 -0.007 0.000 0.011 -0.1721
C 0.58742 -5.54891 3.42858 -0.004 -0.035 0.006 -0.2241
C 0.78483 -5.50366 2.05366 -0.009 0.059 0.005 -0.0029
C 0.75941 -4.26278 1.43698 -0.006 -0.037 -0.036 -0.1415
N 0.56117 -3.12464 2.09376 -0.036 0.021 -0.004 0.0284
C 0.36586 -3.18234 3.40705 -0.014 0.001 0.060 -0.1341
C 0.37067 -4.36696 4.12660 0.002 0.011 -0.055 -0.0021
H 0.94810 -6.40614 1.48269 -0.005 -0.009 0.006 0.1205
H 0.89193 -4.17934 0.36374 0.007 0.003 0.002 0.0953
H 0.18718 -2.23762 3.90810 0.003 0.001 -0.006 0.0961
H 0.20596 -4.37109 5.19429 -0.001 -0.007 0.004 0.1207
```
Positions in Å, forces in eV/Å.